(1)
91
Properties=species:S:1:pos:R:3:forces:R:3:lowdin_charge:R:1 method="wB97M-V/def2-TZVPD" spin_multiplicity=1 total_energy_ha=-5488.1467 total_charge=0 e_lumo_ev=-7.0
C 1.446 0.944 0.850 1.5 0.4 -0.3 -0.1350
C 1.047 0.448 -0.662 -0.4 -0.1 0.4 -0.1902
C 0.613 -1.141 -0.769 -1.7 1.5 -1.9 -0.1861
O 1.727 -2.089 -0.614 -1.5 -0.1 1.5 -0.3887
C 1.755 -2.711 0.718 -0.2 -1.0 0.3 -0.3705
P 3.416 -2.129 1.550 -0.2 0.9 1.4 0.7687
C 4.946 -1.343 2.378 0.0 0.5 1.8 -0.7121
S 6.361 -0.943 1.217 -0.6 -0.6 -0.5 0.7783
C 6.101 -1.667 -0.495 -0.2 -0.5 -1.2 -0.5491
C 5.193 -0.693 -1.499 1.4 -0.5 -0.1 -0.2050
H 1.226 0.154 1.696 0.1 1.7 -1.7 0.0728
H 1.012 2.020 1.095 0.8 -2.5 -0.4 0.0798
H 2.632 1.085 0.849 -2.5 -0.3 0.2 0.0770
H 1.955 0.680 -1.391 -2.0 -0.5 1.4 0.1151
H 0.110 1.090 -1.008 2.0 -1.5 0.5 0.1135
H 0.209 -1.288 -1.882 0.9 0.2 2.4 0.1497
H -0.324 -1.379 -0.077 2.3 0.3 -1.3 0.1560
H 0.867 -2.420 1.423 1.4 -0.5 -1.8 0.1047
H 1.745 -3.900 0.622 -0.5 2.5 0.7 0.0841
H 2.678 -1.956 2.808 0.5 -0.3 -0.6 0.0228
H 4.051 -3.404 1.337 -0.1 0.5 0.0 0.0331
H 3.403 -1.031 0.615 0.0 -0.5 0.0 0.0060
H 5.266 -1.992 3.327 -0.3 1.2 -2.2 0.0763
H 4.591 -0.301 2.841 0.7 -2.1 -1.1 0.0670
H 5.727 -2.793 -0.497 0.8 2.2 0.0 0.0710
H 7.178 -1.700 -1.006 -1.9 -0.4 1.0 0.0810
H 5.354 0.424 -1.118 -0.9 -2.3 -1.1 0.1340
H 5.517 -0.822 -2.641 -0.2 0.3 2.2 0.1019
H 4.036 -0.988 -1.479 1.1 1.2 0.9 -0.0501
Na 2.326 -4.593 -1.073 -0.5 -0.6 -0.8 0.5699
F 7.972 -3.200 -2.052 -0.6 0.5 0.2 -0.5256
Be 3.845 -2.231 -2.418 0.5 -0.2 0.0 0.7103
B -2.438 -5.160 -0.965 -1.2 -0.5 0.1 -1.0458
F -2.860 -3.777 -1.116 0.7 -1.3 0.2 0.0145
F -2.592 -5.566 0.423 0.4 0.6 -1.6 0.0259
F -3.256 -6.012 -1.813 1.2 1.2 1.1 0.0334
F -1.042 -5.286 -1.354 -0.5 0.3 0.3 0.0068
C 3.806 -9.503 -1.035 -0.5 0.8 0.2 -0.1397
O 3.716 -8.327 -1.818 -0.3 0.1 0.4 -0.0913
H 2.800 -9.814 -0.744 0.0 0.2 -0.2 0.0884
H 4.274 -10.297 -1.622 0.5 -0.2 -0.2 0.0838
H 4.397 -9.301 -0.139 0.2 -0.3 0.0 0.0890
H 4.623 -8.075 -2.062 0.2 -0.6 -0.2 0.0611
F 5.789 -9.485 -2.772 -0.1 0.2 0.1 -0.3888
C -1.149 4.122 -0.706 0.1 0.3 -0.3 -0.0931
C -2.648 4.282 -0.489 -0.3 -0.8 -0.5 -0.2595
N -3.376 5.139 -1.547 0.1 0.7 -0.3 -0.2094
C -2.866 6.597 -1.397 -0.8 -0.6 -1.5 -0.1237
C -4.889 5.225 -1.219 0.4 -0.2 0.2 -0.1388
C -5.677 3.930 -1.296 -0.3 -0.1 -0.3 -0.0558
C -3.084 4.740 -3.028 -0.1 -0.3 1.0 -0.0534
C -3.374 3.291 -3.451 0.5 0.1 -0.1 -0.1888
O -2.564 2.360 -2.743 -0.6 0.2 -0.3 -0.2095
C -3.248 1.195 -2.294 0.3 0.0 0.4 -0.0700
H -0.622 5.081 -0.662 -0.1 -0.1 0.2 0.0539
H -0.738 3.496 0.094 -0.2 0.2 0.0 0.0661
H -0.894 3.641 -1.648 -0.2 -0.1 0.0 0.0614
H -2.823 4.768 0.478 -0.2 -0.2 -0.5 -0.0674
H -3.132 3.308 -0.446 0.0 0.0 -0.4 0.0915
H -3.038 6.923 -0.367 -0.2 0.0 -0.7 -0.1381
H -3.419 7.229 -2.096 0.0 -0.2 -0.2 0.1005
H -1.809 6.634 -1.642 0.0 -0.1 0.1 0.0865
H -5.327 5.963 -1.899 0.3 -0.1 0.1 0.1289
H -4.956 5.619 -0.197 0.3 0.0 -0.3 0.1324
H -5.957 3.693 -2.325 0.1 -0.1 0.1 0.0697
H -6.626 4.055 -0.763 0.3 0.1 0.0 0.0965
H -5.170 3.075 -0.847 0.0 0.1 0.0 0.0736
H -2.020 4.951 -3.187 -0.3 0.0 0.1 0.1288
H -3.663 5.428 -3.647 0.0 0.0 0.1 0.1340
H -3.097 3.204 -4.510 -0.1 0.3 0.0 0.1349
H -4.434 3.048 -3.408 0.1 0.0 0.3 0.0942
H -4.206 1.037 -2.793 0.1 0.0 -0.1 0.0973
H -3.410 1.290 -1.218 -0.2 -0.2 0.1 0.0752
H -2.603 0.331 -2.460 -0.1 0.0 -0.1 0.0890
C 1.119 -2.631 5.465 0.0 0.2 -0.1 -0.1605
O 0.562 -3.294 4.345 0.0 0.1 -0.6 -0.1315
H 1.139 -3.320 6.313 0.0 0.1 -0.2 0.0883
H 2.138 -2.314 5.232 0.1 0.1 0.3 0.0593
H 0.505 -1.763 5.719 0.1 0.1 0.2 0.0756
H 0.557 -2.658 3.610 -0.2 -0.4 0.5 0.0376
C -1.926 1.454 4.026 0.6 -0.3 0.9 -0.1349
C -1.881 1.126 2.569 0.7 -0.5 -0.6 -0.1481
O -3.170 1.490 2.114 -0.4 0.5 0.3 0.0512
C -3.652 2.420 2.989 -2.3 1.7 -0.1 -0.5115
O -4.665 3.075 2.810 2.4 -1.6 0.3 0.1329
O -2.852 2.523 4.090 -0.6 0.0 -0.8 0.0737
H -0.951 1.763 4.413 -0.2 0.1 0.0 0.1385
H -2.302 0.623 4.631 0.0 0.0 -0.1 0.1393
H -1.135 1.718 2.029 -0.1 0.0 0.1 0.1054
H -1.692 0.064 2.388 -0.2 0.1 -0.1 0.1338
Br -2.169 6.544 1.341 1.0 1.0 2.9 0.1458

=====

(2)
70
Properties=species:S:1:pos:R:3:forces:R:3:nbo_charge:R:1 method="wB97M-V/def2-TZVPD" spin_multiplicity=1 total_energy_ha=-5609.1682 total_charge=-1 relative_energy_kcal_mol=0.0 e_lumo_ev="2.6 / 2.6"
Ni -0.709 -0.800 -0.521 -0.1 0.9 -1.1 0.2211
Cl -4.364 -3.484 4.951 0.1 0.0 0.0 0.0003
C -3.204 -2.627 3.987 0.0 0.0 0.0 -0.1679
C -3.069 -2.901 2.623 0.0 0.0 0.0 -0.0451
Cl -4.055 -4.125 1.891 0.0 0.0 0.0 0.0117
C -2.166 -2.206 1.848 0.1 0.1 0.0 -0.1771
Cl -1.926 -2.575 0.157 -0.2 -0.5 0.5 0.0379
C -1.369 -1.133 2.362 0.1 0.0 -0.1 0.3394
O -0.595 -0.444 1.639 -0.1 -0.1 0.1 -0.7743
C -1.494 -0.930 3.770 0.0 0.0 0.0 -0.0910
Cl -0.464 0.283 4.461 -0.1 -0.1 0.0 -0.0100
C -2.386 -1.646 4.551 0.0 0.0 0.0 -0.0815
Cl -2.485 -1.333 6.253 0.0 0.0 -0.1 0.0104
N -0.782 1.434 -2.495 0.2 -0.2 -0.3 -0.8963
P -1.939 0.228 -2.002 0.2 -0.6 1.1 0.9685
C -3.092 0.330 -3.447 0.2 0.3 -0.2 -0.3853
C -3.080 -0.735 -4.339 -0.1 -0.1 -0.2 -0.1893
C -3.898 -0.737 -5.468 0.2 -0.2 0.2 -0.2234
C -4.742 0.331 -5.711 -0.1 0.0 -0.1 -0.2189
C -4.769 1.403 -4.830 0.1 0.1 0.2 -0.2445
C -3.945 1.400 -3.709 -0.2 0.1 -0.1 -0.1437
C -2.956 1.107 -0.758 -0.2 0.0 0.1 -0.2792
C -2.329 1.906 0.199 -0.1 0.1 0.0 -0.2358
C -3.004 2.307 1.342 0.0 0.0 0.0 -0.1981
C -4.320 1.913 1.559 0.1 0.0 0.0 -0.2381
C -4.962 1.131 0.609 0.0 0.0 -0.1 -0.2208
C -4.286 0.732 -0.539 0.0 0.0 0.1 -0.2488
C 0.553 1.248 -2.181 -0.3 0.4 -0.2 0.3989
C 1.554 2.015 -2.800 -0.2 0.0 0.0 -0.3134
C 2.837 1.915 -2.321 0.1 0.1 -0.1 -0.1568
C 3.115 1.051 -1.273 0.0 -0.2 0.3 -0.3450
C 2.090 0.258 -0.775 0.3 0.1 0.1 0.3523
N 0.830 0.355 -1.234 0.0 -0.4 0.2 -0.5526
H -0.953 1.996 -3.315 0.0 0.1 0.0 0.3938
H -2.424 -1.574 -4.126 0.0 0.0 -0.1 0.2224
H -3.879 -1.578 -6.151 0.0 0.0 0.0 0.2053
H -5.385 0.329 -6.584 0.0 0.0 0.0 0.2033
H -5.432 2.240 -5.017 0.0 0.0 0.0 0.2042
H -3.977 2.229 -3.010 0.0 0.0 0.0 0.2090
H -1.293 2.186 0.060 0.0 0.0 0.0 0.2209
H -2.488 2.903 2.086 0.0 0.0 0.0 0.2073
H -4.832 2.198 2.470 0.0 0.0 0.0 0.2039
H -5.986 0.813 0.770 0.0 0.0 0.0 0.2025
H -4.790 0.098 -1.262 0.0 0.0 0.0 0.2074
H 1.299 2.689 -3.610 0.0 0.0 0.1 0.2043
H 3.627 2.520 -2.753 0.0 0.0 0.0 0.2046
H 4.106 1.009 -0.842 -0.1 0.0 0.0 0.2182
H 1.556 -1.563 0.094 -0.1 -0.1 -0.1 0.2372
C 4.352 -1.853 -0.468 0.0 -0.1 -0.1 -0.6164
C 3.593 -1.309 0.743 0.0 0.1 0.1 -0.0716
C 3.274 -2.498 1.672 0.1 0.0 0.1 -0.5952
C 2.225 -0.736 0.343 0.1 0.2 0.0 -0.4794
C 4.413 -0.283 1.529 0.0 0.0 0.0 -0.0100
C 3.929 0.199 2.750 0.0 0.0 0.0 -0.1537
C 4.647 1.120 3.496 0.0 0.0 0.0 -0.2235
C 5.873 1.594 3.038 -0.1 -0.1 0.0 -0.2307
C 6.366 1.129 1.830 -0.1 0.0 0.0 -0.2135
C 5.643 0.198 1.088 0.1 0.0 0.1 -0.2328
H 3.721 -2.584 -0.979 0.0 0.0 0.0 0.2172
H 5.269 -2.358 -0.151 0.0 0.0 0.0 0.2031
H 4.613 -1.084 -1.198 0.0 -0.1 0.1 0.2128
H 2.918 -3.345 1.081 0.0 0.0 0.0 0.2106
H 2.489 -2.246 2.388 0.1 0.0 0.0 0.2214
H 4.164 -2.809 2.226 0.0 0.0 0.0 0.2037
H 1.755 -0.280 1.220 -0.1 -0.1 0.0 0.2647
H 2.966 -0.141 3.120 0.1 0.0 0.0 0.2170
H 4.244 1.471 4.439 0.0 0.0 0.0 0.2105
H 6.433 2.318 3.617 0.0 0.0 0.0 0.2049
H 7.318 1.488 1.456 0.0 0.0 0.0 0.2030
H 6.059 -0.156 0.152 0.0 0.0 0.0 0.2100